A cluster of 6 separate species, C45H100IO14P2SSi in total at a distorted geometry. Source: the OMol25 dataset; level of theory: ωB97M-V/def2-TZVPD.

Structure (ORCA input):
```
! wB97M-V def2-TZVPD RIJCOSX def2/J DEFGRID3
* xyz -1 1
C 0.290 -7.264 5.419
O -0.081 -6.036 4.649
C -1.008 -6.375 3.564
P -0.717 -5.394 1.910
I -0.428 -4.290 -0.332
C -2.381 -4.497 1.944
C -3.448 -4.611 0.730
C -3.881 -3.154 0.035
O -5.273 -2.759 0.361
C -1.445 -6.988 1.076
C -2.813 -7.623 1.653
C -3.872 -8.018 0.418
C -5.438 -7.902 0.950
C -6.424 -7.055 -0.052
C -7.713 -6.513 0.864
C -7.503 -4.931 1.357
C -8.795 -4.349 2.195
Si -8.385 -3.675 3.951
C -10.095 -3.518 4.901
C -7.261 -4.813 5.023
C -7.611 -1.907 3.972
C -5.975 -1.726 4.252
C -5.368 -0.175 4.301
C -6.323 1.144 4.108
C -7.944 0.977 3.806
C -8.568 -0.554 3.746
C 0.957 -6.192 1.570
C 2.386 -5.584 1.663
C 3.385 -6.721 0.914
C 2.867 -4.199 1.006
P 0.039 -3.635 2.976
O 0.187 -2.200 1.930
O 1.500 -3.707 3.855
S -1.165 -2.982 4.437
H 1.023 -7.006 6.318
H -0.678 -7.734 5.933
H 0.867 -8.057 4.758
H -0.792 -7.546 3.435
H -2.093 -6.282 3.982
H -2.135 -3.327 1.874
H -3.002 -4.602 2.957
H -3.242 -5.333 -0.148
H -4.477 -4.992 1.210
H -3.874 -3.323 -1.147
H -3.117 -2.295 0.237
H -5.812 -2.960 -0.481
H -0.686 -7.910 1.077
H -1.546 -6.698 -0.079
H -3.442 -7.001 2.405
H -2.594 -8.667 2.187
H -3.704 -9.166 0.182
H -3.659 -7.432 -0.571
H -5.542 -7.424 2.018
H -5.890 -9.002 1.048
H -5.919 -6.151 -0.600
H -6.824 -7.782 -0.903
H -8.684 -6.590 0.213
H -7.836 -7.235 1.777
H -7.380 -4.299 0.352
H -6.523 -4.926 1.996
H -9.418 -3.573 1.535
H -9.528 -5.276 2.343
H -10.814 -2.958 4.139
H -9.970 -2.804 5.824
H -10.494 -4.581 5.190
H -6.716 -4.125 5.832
H -6.460 -5.368 4.365
H -7.980 -5.561 5.611
H -5.249 -2.645 4.430
H -4.222 -0.033 4.523
H -5.911 2.259 4.173
H -8.681 1.886 3.666
H -9.719 -0.758 3.556
H 0.901 -6.622 0.450
H 0.980 -7.188 2.238
H 2.799 -5.644 2.784
H 3.320 -6.619 -0.260
H 4.493 -6.523 1.288
H 3.033 -7.763 1.312
H 2.543 -3.203 1.524
H 4.062 -4.190 1.042
H 2.623 -4.208 -0.163
H -0.584 -1.587 2.171
H 1.991 -2.820 3.836
C 5.230 -1.518 -1.761
O 3.830 -1.730 -1.615
C 3.245 -0.847 -0.652
C 2.500 0.303 -1.334
O 3.406 1.180 -2.011
C 3.419 0.960 -3.418
H 5.569 -2.065 -2.644
H 5.468 -0.460 -1.894
H 5.756 -1.909 -0.883
H 4.004 -0.468 0.043
H 2.527 -1.438 -0.074
H 1.997 0.899 -0.566
H 1.733 -0.075 -2.022
H 2.498 1.352 -3.861
H 3.524 -0.101 -3.663
H 4.269 1.500 -3.842
C 7.948 4.582 -2.590
O 6.788 3.812 -2.882
C 6.179 3.280 -1.701
C 4.940 4.087 -1.303
O 5.295 5.405 -0.872
C 5.049 6.385 -1.875
H 8.237 5.124 -3.494
H 7.764 5.308 -1.794
H 8.770 3.917 -2.303
H 6.900 3.233 -0.876
H 5.871 2.256 -1.936
H 4.459 3.594 -0.452
H 4.213 4.126 -2.124
H 3.973 6.559 -1.964
H 5.456 6.085 -2.845
H 5.531 7.317 -1.570
C -3.535 5.116 8.397
O -3.467 3.892 9.120
C -4.659 3.114 8.981
C -4.461 1.966 7.987
O -4.286 2.458 6.655
C -2.922 2.438 6.248
H -2.535 5.556 8.371
H -3.874 4.963 7.370
H -4.210 5.811 8.910
H -5.507 3.745 8.690
H -4.879 2.691 9.967
H -5.365 1.348 7.981
H -3.619 1.327 8.283
H -2.610 1.408 6.052
H -2.266 2.886 7.001
H -2.831 3.014 5.324
C 5.282 4.633 -5.627
O 5.444 6.037 -5.796
C 6.422 6.353 -6.793
C 5.759 6.769 -8.109
O 5.077 5.668 -8.718
C 3.669 5.729 -8.519
H 4.389 4.462 -5.020
H 5.154 4.120 -6.584
H 6.150 4.222 -5.099
H 7.110 5.513 -6.947
H 7.004 7.197 -6.410
H 6.539 7.086 -8.809
H 5.079 7.616 -7.958
H 3.242 6.515 -9.149
H 3.414 5.915 -7.472
H 3.238 4.770 -8.816
C 6.441 10.530 -7.528
O 6.599 10.299 -8.924
C 6.094 11.382 -9.712
C 7.229 12.269 -10.231
O 7.869 12.971 -9.162
C 9.112 12.380 -8.797
H 7.027 9.781 -6.989
H 6.794 11.522 -7.238
H 5.387 10.416 -7.253
H 5.361 11.969 -9.147
H 5.576 10.936 -10.568
H 6.804 13.026 -10.899
H 7.956 11.683 -10.807
H 9.862 12.594 -9.564
H 9.023 11.299 -8.658
H 9.440 12.824 -7.853
*
```

Values from the calculation:
Highest occupied orbital energy = -4.865 eV
Lowest unoccupied orbital energy = 1.7 eV
Largest force on an atom = 6.196 eV/Å
HOMO-LUMO gap = 6.543 eV
Molecular weight = 1114.29 g mol⁻¹

Mulliken atomic charge list, values in e, 2 entries: number 1, C, carries -0.638; number 2, O, carries -0.189

=====

A structure of composition C45H101F3N4O11Y at a distorted geometry. Source: the OMol25 dataset; level of theory: ωB97M-V/def2-TZVPD.

Structure (ORCA input):
```
! wB97M-V def2-TZVPD RIJCOSX def2/J DEFGRID3
* xyz 2 2
Y -2.568 -4.591 -3.274
C -0.842 -1.263 -0.846
C -0.304 -2.658 -0.983
O -0.892 -3.415 -2.069
H -0.661 -0.673 -1.745
H -0.420 -0.677 -0.030
H -1.918 -1.216 -0.678
H -0.447 -3.116 -0.004
H 0.770 -2.530 -1.120
C -3.067 -2.185 -6.249
O -3.129 -1.155 -5.204
O -2.720 -3.341 -5.482
C -4.358 -2.131 -7.125
F -4.352 -1.031 -7.938
F -4.289 -3.170 -8.057
F -5.489 -2.180 -6.439
C -3.096 0.238 -5.622
C -2.777 0.979 -4.367
H -2.033 0.602 -3.666
H -2.481 1.990 -4.649
H -3.616 1.008 -3.672
H -4.025 0.701 -5.955
H -2.258 0.373 -6.306
H -2.254 -1.895 -6.914
O -3.797 -2.483 -2.918
H -3.869 -1.953 -3.711
H -4.189 -1.943 -2.232
O 0.782 -5.884 -2.595
H 1.652 -6.158 -2.305
H 0.676 -5.003 -2.236
O 0.172 -1.934 -4.590
H -0.021 -2.094 -3.667
H -0.673 -1.702 -4.975
C 5.213 1.394 2.965
C 4.103 0.527 2.348
C 4.454 0.360 0.836
C 3.634 -0.659 0.121
C 3.729 -2.037 0.857
C 3.427 -1.932 2.394
N 4.129 -0.816 2.990
O 4.121 -0.771 4.402
C 1.931 -1.847 2.542
C 4.105 -3.218 2.914
C 2.760 1.262 2.565
H 5.328 2.370 2.493
H 6.237 1.029 2.883
H 5.062 1.641 4.016
H 4.310 1.277 0.266
H 5.506 0.127 0.674
H 4.007 -0.815 -0.891
H 2.640 -0.389 -0.234
H 4.733 -2.409 0.652
H 3.167 -2.808 0.330
H 1.594 -1.314 3.431
H 1.496 -1.386 1.655
H 1.502 -2.848 2.601
H 5.156 -3.248 2.624
H 4.188 -3.175 4.000
H 3.546 -4.116 2.650
H 1.843 0.809 2.190
H 2.768 2.169 1.960
H 2.618 1.397 3.638
H 5.058 -0.823 4.605
C -3.607 -2.898 6.399
C -2.613 -2.198 5.354
C -2.630 -3.103 4.119
C -1.978 -2.500 2.852
C -2.604 -1.103 2.551
C -2.663 -0.121 3.791
N -3.086 -0.834 5.036
O -3.150 -0.003 6.201
C -1.233 0.482 3.911
C -3.616 1.094 3.461
C -1.191 -2.139 5.973
H -3.106 -3.866 6.393
H -4.666 -2.874 6.141
H -3.653 -2.543 7.428
H -2.080 -4.028 4.290
H -3.635 -3.332 3.765
H -2.272 -3.033 1.948
H -0.889 -2.451 2.880
H -3.631 -1.128 2.185
H -1.991 -0.622 1.789
H -1.060 1.179 4.732
H -0.573 -0.362 4.111
H -0.988 0.998 2.983
H -3.426 1.438 2.444
H -4.682 0.869 3.456
H -3.572 1.890 4.205
H -1.135 -2.912 6.740
H -0.880 -1.213 6.456
H -0.526 -2.189 5.111
H -4.092 0.023 6.387
C -0.806 5.040 -0.682
C -1.396 3.851 0.166
C -0.211 3.264 0.951
C -0.005 4.085 2.262
C -1.300 4.377 3.048
C -2.427 5.038 2.131
N -2.655 4.224 0.884
O -3.591 4.813 -0.012
C -3.756 4.952 2.956
C -2.062 6.502 1.930
C -1.730 2.760 -0.879
H -1.564 5.598 -1.232
H -0.225 4.564 -1.472
H -0.104 5.682 -0.148
H -0.330 2.185 1.053
H 0.669 3.438 0.331
H 0.479 5.045 2.081
H 0.697 3.768 3.034
H -1.109 4.889 3.991
H -1.599 3.383 3.380
H -3.546 5.300 3.967
H -4.582 5.579 2.619
H -4.098 3.949 3.211
H -2.520 7.158 2.670
H -0.989 6.690 1.897
H -2.567 6.781 1.005
H -0.967 2.471 -1.602
H -2.656 3.051 -1.373
H -1.963 1.855 -0.317
H -4.346 4.286 0.260
C 0.661 2.801 -4.480
C 2.102 2.394 -4.020
C 2.076 0.876 -3.705
C 3.468 0.300 -3.488
C 4.332 0.560 -4.776
C 4.448 2.071 -5.143
N 3.050 2.668 -5.108
O 3.117 3.979 -5.270
C 5.431 2.753 -4.186
C 5.078 2.109 -6.538
C 2.456 3.160 -2.685
H 0.521 2.371 -5.472
H 0.435 3.848 -4.684
H -0.161 2.469 -3.847
H 1.488 0.748 -2.796
H 1.639 0.312 -4.529
H 3.485 -0.788 -3.418
H 3.990 0.654 -2.599
H 4.022 -0.024 -5.643
H 5.327 0.240 -4.467
H 5.441 3.835 -4.317
H 5.282 2.556 -3.124
H 6.403 2.320 -4.420
H 5.311 3.116 -6.885
H 6.017 1.562 -6.615
H 4.461 1.739 -7.357
H 1.671 2.952 -1.958
H 2.546 4.242 -2.783
H 3.345 2.799 -2.168
H 3.001 4.081 -6.217
C -0.746 -6.292 1.246
C -1.428 -6.615 2.564
C -2.991 -6.409 2.525
O -1.153 -7.991 2.906
H -0.998 -7.040 0.494
H 0.331 -6.263 1.407
H -1.165 -5.317 0.998
H -1.001 -6.020 3.372
H -3.486 -6.617 3.474
H -3.467 -7.079 1.809
H -3.261 -5.381 2.286
H -0.458 -8.035 3.567
*
```

Values from the calculation:
Highest occupied orbital energy (spin up / spin down) = -10.933 / -10.933 eV
Lowest unoccupied orbital energy (spin up / spin down) = -7.7 / -8.4 eV
Largest force on an atom = 6.835 eV/Å
HOMO-LUMO gap (spin up / spin down) = 3.228 / 2.532 eV
Molecular weight = 1020.22 g mol⁻¹

Mulliken atomic charge list, values in e, 2 entries: number 1, Y, carries 1.721; number 2, C, carries -0.002

=====

A cluster of 11 separate species, C45H104N8O8 in total at a distorted geometry. Source: the OMol25 dataset; level of theory: ωB97M-V/def2-TZVPD.

Structure (ORCA input):
```
! wB97M-V def2-TZVPD RIJCOSX def2/J DEFGRID3
* xyz 0 1
C 3.304 -3.581 2.984
C 2.681 -2.615 1.968
C 2.218 -1.450 2.896
O 3.288 -1.319 3.811
C 3.707 -2.668 4.164
H 4.140 -4.121 2.604
H 2.567 -4.329 3.249
H 1.898 -3.103 1.365
H 3.440 -2.196 1.277
H 1.290 -1.708 3.473
H 1.995 -0.483 2.411
H 3.133 -2.944 5.057
H 4.798 -2.662 4.343
C -6.011 0.776 -0.094
C -4.965 1.480 -0.987
C -3.670 1.343 -0.218
O -4.034 1.253 1.153
C -5.442 1.095 1.284
H -5.961 -0.307 -0.265
H -7.025 1.148 -0.188
H -5.164 2.550 -1.064
H -4.902 0.982 -1.969
H -2.990 2.198 -0.354
H -3.154 0.390 -0.467
H -5.845 2.021 1.707
H -5.619 0.258 1.961
C -4.062 1.468 5.218
C -4.007 0.083 4.635
C -2.515 -0.087 4.586
O -1.934 1.170 4.273
C -2.883 2.182 4.581
H -3.955 1.296 6.304
H -4.944 2.074 5.031
H -4.471 0.000 3.630
H -4.507 -0.616 5.302
H -2.232 -0.822 3.816
H -2.101 -0.442 5.547
H -3.202 2.681 3.659
H -2.407 2.845 5.263
C -1.028 4.005 2.005
C -1.965 5.166 2.412
N -2.299 6.030 1.273
C -3.095 5.419 0.183
C -4.299 4.650 0.796
C -1.198 6.752 0.675
C -0.371 7.562 1.688
H -0.677 3.534 2.917
H -0.129 4.372 1.513
H -1.519 3.238 1.384
H -2.916 4.773 2.734
H -1.587 5.771 3.255
H -3.481 6.225 -0.407
H -2.493 4.760 -0.475
H -3.998 3.717 1.242
H -4.882 5.206 1.555
H -5.012 4.411 0.002
H -1.593 7.408 -0.114
H -0.544 6.032 0.124
H -1.054 8.159 2.289
H 0.328 8.215 1.146
H 0.230 6.954 2.347
C 2.709 -8.292 -2.018
C 3.051 -7.320 -3.103
N 1.924 -6.445 -3.484
C 2.140 -5.085 -3.044
C 2.353 -4.955 -1.498
C 1.603 -6.427 -4.905
C 0.929 -7.791 -5.243
H 1.880 -8.944 -2.305
H 2.313 -7.787 -1.134
H 3.622 -8.844 -1.740
H 3.984 -6.792 -2.916
H 3.210 -7.842 -4.040
H 3.020 -4.698 -3.563
H 1.267 -4.460 -3.306
H 2.585 -3.943 -1.149
H 1.357 -5.193 -1.127
H 3.050 -5.728 -1.098
H 2.509 -6.224 -5.532
H 0.889 -5.604 -5.046
H -0.128 -7.802 -4.926
H 1.462 -8.540 -4.679
H 1.004 -8.072 -6.262
C 3.257 -1.141 -3.199
C 3.237 0.144 -4.045
N 3.316 -0.083 -5.486
C 4.560 -0.694 -5.904
C 5.833 0.087 -5.535
C 2.119 -0.767 -6.031
C 0.875 -0.080 -5.544
H 2.582 -1.878 -3.604
H 2.951 -0.941 -2.177
H 4.244 -1.609 -3.240
H 2.385 0.795 -3.872
H 4.115 0.757 -3.762
H 4.543 -0.837 -6.973
H 4.700 -1.711 -5.511
H 5.778 1.114 -5.954
H 6.680 -0.387 -5.988
H 5.959 0.123 -4.444
H 2.210 -0.738 -7.096
H 2.040 -1.874 -5.794
H 0.569 -0.293 -4.542
H 1.001 1.025 -5.606
H 0.009 -0.337 -6.173
C -2.075 -5.178 0.939
C -2.429 -3.771 1.412
O -1.598 -3.094 2.043
N -3.626 -3.251 1.123
C -4.053 -1.956 1.700
H -2.778 -5.501 0.187
H -2.064 -5.904 1.743
H -1.032 -5.197 0.601
H -4.316 -3.855 0.721
H -3.840 -1.930 2.774
H -5.147 -1.891 1.609
H -3.682 -1.047 1.210
C 2.785 4.847 1.440
C 2.476 3.533 0.798
O 2.207 2.538 1.487
N 2.540 3.506 -0.543
C 2.460 2.319 -1.320
H 2.092 5.090 2.247
H 2.774 5.648 0.706
H 3.771 4.695 1.821
H 3.070 4.279 -0.952
H 1.809 1.538 -0.968
H 3.431 1.867 -1.530
H 1.997 2.565 -2.287
C -2.017 1.201 -3.938
C -1.752 2.676 -3.718
O -2.333 3.529 -4.371
N -0.988 2.959 -2.653
C -0.615 4.315 -2.369
H -3.094 0.958 -3.913
H -1.440 0.617 -3.259
H -1.688 0.934 -4.954
H -0.456 2.176 -2.301
H -0.274 4.496 -1.351
H -1.485 4.989 -2.544
H 0.162 4.649 -3.062
C 1.250 -0.056 6.511
C 1.652 1.231 7.139
O 1.861 1.287 8.321
N 1.747 2.323 6.297
C 1.711 2.331 4.856
H 2.040 -0.372 5.797
H 0.315 0.125 5.949
H 1.067 -0.840 7.285
H 2.052 3.161 6.779
H 2.538 1.787 4.384
H 1.796 3.345 4.499
H 0.799 1.860 4.491
C -0.110 -2.309 -1.065
C -0.193 -0.854 -0.593
O -0.041 0.121 -1.335
N -0.506 -0.633 0.734
C -0.552 0.650 1.348
H -0.132 -3.048 -0.252
H 0.699 -2.530 -1.753
H -1.007 -2.453 -1.666
H -0.647 -1.441 1.297
H -0.888 1.414 0.635
H 0.426 0.929 1.757
H -1.252 0.542 2.164
*
```

Values from the calculation:
Highest occupied orbital energy = -8.048 eV
Lowest unoccupied orbital energy = 0.2 eV
Largest force on an atom = 3.063 eV/Å
HOMO-LUMO gap = 8.287 eV
Structure (SMILES) = CCN(CC)CC.CCN(CC)CC.CCN(CC)CC.CNC(C)=O.CNC(C)=O.CNC(C)=O.CNC(C)=O.CNC(C)=O.C1CCOC1.C1CCOC1.C1CCOC1
Molecular weight = 885.38 g mol⁻¹

Mulliken atomic charge list, values in e, 2 entries: number 1, C, carries -0.901; number 2, C, carries 0.481

=====

Number 1: E -4495.25590 a.u.. Number 2: E -3158.90151 a.u.. Number 3: E -2816.93337 a.u..